A gas-phase ion, CF2NO2 (charge -1) in a non-equilibrium geometry. Source: the OMol25 dataset; level of theory: ωB97M-V/def2-TZVPD.

```
6
Properties=species:S:1:pos:R:3:forces:R:3
O 0.18847 1.65704 0.60184 0.057 -0.807 -1.347
C 0.16645 0.80978 -0.29938 0.426 -0.187 3.069
O 0.10880 0.65471 -1.46314 -0.181 0.738 -3.653
N 0.29045 -0.63960 0.44168 -0.400 0.220 2.915
F -1.07502 -0.61416 0.96539 0.535 -0.783 -0.164
F 0.32085 -1.86777 -0.24638 -0.438 0.820 -0.820
```
Positions in Å, forces in eV/Å.

Calculated values
- SMILES: O=C([O-])N(F)F
- M: 96.0 g mol⁻¹
- Largest force on an atom: 3.73 eV/Å
- E_tot: -443.0180 Ha
- Charge: -1
- LUMO level: 0.169 Ha
- 2S+1: 1
- ΔE to the lowest compared entry with this formula, charge and spin: 0.223 eV
- HOMO energy: -4.42 eV